Molecular formula: C5H10N2O3Ti
Method: DFT, ωB97M-V/def2-TZVPD

The geometry in ORCA input format:
```
! wB97M-V def2-TZVPD RIJCOSX def2/J DEFGRID3
* xyz 1 2
Ti 0.02 0.06 -0.70
N 3.54 -0.76 0.46
C 2.26 -0.94 0.32
O 1.75 -0.80 -0.86
C 1.35 -1.25 1.46
C 0.06 -0.38 1.36
H 4.13 -0.55 -0.33
H 3.96 -0.84 1.38
H 1.88 -1.18 2.40
H 1.10 -2.31 1.32
H 0.21 0.54 1.94
H -0.77 -0.92 1.83
N -2.09 -0.25 -1.13
C -2.57 1.17 -0.90
C -1.58 2.17 -1.46
O -1.90 3.13 -2.06
O -0.26 1.82 -1.19
H -2.30 -0.48 -2.10
H -2.63 -0.89 -0.57
H -2.64 1.32 0.18
H -3.54 1.34 -1.35
*
```

The lowest unoccupied orbital energy (spin up / spin down) is -0.1336 / -0.1377 Eh. The expectation value of S² is 0.75. The calculation puts the HOMO energy (spin up / spin down) at -12.4 / -13.4 eV. The calculation puts the total energy at -37580.720 eV.

In elementary charge units, the natural (NBO) charges are: atom 1 (Ti): 1.660, atom 2 (N): -0.704, atom 3 (C): 0.709, atom 4 (O): -0.708, atom 5 (C): -0.504, atom 6 (C): -0.883, atom 7 (H): 0.436, atom 8 (H): 0.429, atom 9 (H): 0.233, atom 10 (H): 0.257, atom 11 (H): 0.235, atom 12 (H): 0.227, atom 13 (N): -0.857, atom 14 (C): -0.352, atom 15 (C): 0.759, atom 16 (O): -0.483, atom 17 (O): -0.763, atom 18 (H): 0.405, atom 19 (H): 0.417, atom 20 (H): 0.241, atom 21 (H): 0.246

Molecular formula: C5H10N2O4
Method: DFT, ωB97M-V/def2-TZVPD

The geometry in ORCA input format:
```
! wB97M-V def2-TZVPD RIJCOSX def2/J DEFGRID3
* xyz 0 1
C -2.10 -0.45 0.07
C -0.91 -0.78 1.06
C 0.18 -1.60 0.34
C 0.87 -0.87 -0.85
C 1.36 0.50 -0.55
H -0.79 1.76 0.26
H -2.89 1.22 -0.89
H -1.37 -1.16 1.95
H -0.46 0.18 1.48
H 0.97 -1.75 1.12
H -0.23 -2.52 -0.04
H 1.62 -1.51 -1.23
H 0.13 -0.77 -1.59
H 2.79 1.49 0.49
H 3.99 -0.80 0.00
N -2.35 0.86 -0.10
N 2.64 0.68 -0.10
O -1.63 1.80 0.60
O -2.51 -1.34 -0.65
O 0.61 1.49 -0.54
O 3.26 -0.41 0.52
*
```

As for the structure (SMILES): O=C(CCCC(=O)NO)NO. The lowest unoccupied orbital energy is 0.0139 Eh. For the relative energy (zero: lowest compared OMol25 entry of this formula, charge and spin), the calculation gives 357.8 kJ/mol. The calculation puts the HOMO energy at -9.5 eV. The calculation puts the total energy at -16514.406 eV.

In elementary charge units, the natural (NBO) charges are: atom 1 (C): 0.651, atom 2 (C): -0.512, atom 3 (C): -0.374, atom 4 (C): -0.514, atom 5 (C): 0.692, atom 6 (H): 0.484, atom 7 (H): 0.389, atom 8 (H): 0.239, atom 9 (H): 0.218, atom 10 (H): 0.215, atom 11 (H): 0.236, atom 12 (H): 0.228, atom 13 (H): 0.245, atom 14 (H): 0.388, atom 15 (H): 0.480, atom 16 (N): -0.334, atom 17 (N): -0.325, atom 18 (O): -0.547, atom 19 (O): -0.632, atom 20 (O): -0.659, atom 21 (O): -0.569